Entry from the OMol25 dataset: a structure of composition C33H43BCoF6N6PS5 at a distorted geometry (ωB97M-V/def2-TZVPD).

Computed properties:
HOMO energy (spin up / spin down), eV: -6.64 / -6.64
Energy, eV: -161939.734
Molar mass, Da: 898.79
Gap between HOMO and LUMO (spin up / spin down), hartree: 0.1892 / 0.1848
Spin multiplicity: 1
Energy relative to the best compared isomer or geometry (same formula, charge and spin), kcal/mol: 76.3
E_LUMO (spin up / spin down), Eh: -0.0547 / -0.0592

Positions of all 96 atoms, in Å:
Co: -0.99526 1.60659 -1.64641
C: -1.18163 -3.29997 -4.35668
C: -1.04015 -2.96707 -2.90480
C: -1.56612 -3.75746 -1.92136
C: -1.33517 -3.41221 -0.57862
N: -0.79093 -2.26457 -0.28216
N: -0.39991 -1.40147 -1.22733
B: -0.11415 0.00440 -0.58569
N: 1.40373 0.23174 -0.61205
N: 2.20282 -0.11605 0.38608
C: 3.50351 -0.01671 0.22406
C: 4.07139 0.45838 -0.97201
C: 3.24762 0.79352 -2.02027
C: 3.75801 1.29222 -3.33330
C: 1.88093 0.65746 -1.79337
S: 0.65557 1.02187 -3.01263
C: 4.39805 -0.43982 1.38130
C: 5.48604 -1.38714 0.85247
C: 3.59098 -1.16394 2.45916
C: 5.03877 0.82363 1.97462
N: -0.88856 0.17163 0.71872
N: -0.25673 0.39875 1.86352
C: -0.94322 0.58623 2.95599
C: -2.35401 0.49830 2.95776
C: -3.02155 0.27015 1.79133
C: -4.50946 0.19724 1.70729
C: -2.24876 0.14482 0.60340
S: -2.95490 0.04573 -0.93234
C: -0.14346 0.82302 4.23121
C: 1.05253 1.73728 3.93305
C: 0.33942 -0.55239 4.72152
C: -0.99594 1.47295 5.32323
C: -0.35750 -1.79126 -2.51371
S: 0.53823 -0.97307 -3.75386
C: -1.71630 -4.32708 0.57851
C: -0.85461 -5.59476 0.49028
C: -1.47842 -3.64484 1.92978
C: -3.20115 -4.69042 0.44130
H: -1.90320 -4.10268 -4.49323
H: -0.22454 -3.60954 -4.78254
H: -1.52033 -2.42193 -4.91089
H: -2.13671 -4.63736 -2.18729
H: 5.14230 0.55667 -1.08024
H: 4.84198 1.38008 -3.31450
H: 3.31988 2.26645 -3.55764
H: 3.46756 0.61134 -4.13538
H: 5.03788 -2.22223 0.31011
H: 6.05584 -1.79264 1.68847
H: 6.18611 -0.87869 0.18795
H: 3.12064 -2.05941 2.04965
H: 2.80899 -0.51750 2.84493
H: 4.24765 -1.45539 3.27969
H: 5.58879 1.38219 1.21465
H: 5.73323 0.55061 2.77009
H: 4.27278 1.47783 2.39471
H: -2.91222 0.64060 3.87316
H: -4.96258 0.36615 2.68296
H: -4.81503 -0.77925 1.32474
H: -4.87647 0.93994 0.99790
H: 1.59981 1.37785 3.06554
H: 1.72003 1.77735 4.79637
H: 0.70500 2.74921 3.71631
H: 0.98389 -1.01806 3.97615
H: -0.51026 -1.21619 4.89886
H: 0.89589 -0.44784 5.65571
H: -1.50041 2.36719 4.95189
H: -0.35147 1.77305 6.15039
H: -1.74341 0.78416 5.72143
H: 0.19673 -5.35166 0.65613
H: -0.95221 -6.07388 -0.48594
H: -1.16579 -6.30957 1.25328
H: -0.44607 -3.31016 2.01996
H: -1.69361 -4.34708 2.73688
H: -2.12318 -2.77249 2.03873
H: -3.37758 -5.33737 -0.42002
H: -3.80777 -3.78959 0.32764
H: -3.53278 -5.22169 1.33400
S: 0.67626 3.07005 -1.32225
C: -0.26009 4.50092 -1.70573
C: 0.34212 5.63937 -2.23413
C: -0.41210 6.77839 -2.44968
C: -1.76687 6.78096 -2.13483
C: -2.36902 5.65203 -1.60796
C: -1.62278 4.49447 -1.38589
S: -2.36016 3.05826 -0.70800
H: 1.39759 5.61419 -2.47661
H: 0.05188 7.66209 -2.86898
H: -2.35460 7.67324 -2.31063
H: -3.42686 5.64088 -1.37913
F: -2.16650 1.50843 -3.52521
P: -2.46388 1.54172 -5.19094
F: -2.66513 3.12279 -5.08847
F: -4.01263 1.28175 -4.88756
F: -0.85952 1.74491 -5.39401
F: -2.21522 -0.07261 -5.19776
F: -2.70157 1.54405 -6.76080

Mulliken atomic charge list, values in e, 8 entries:
1 Co -0.39
2 C -1.93
3 C 0.34
4 C -0.76
5 C -0.09
6 N -0.36
7 N 0.70
8 B 0.85